The following is a quantum chemistry calculation of the ion C5H6NO with charge +1, from the Open Molecules 2025 dataset.

```
13
Properties=species:S:1:pos:R:3:forces:R:3
H 2.21234 0.03695 0.89668 0.146 0.161 -1.923
H 1.72975 1.96309 0.98551 0.955 1.048 -1.724
H 0.95204 -1.22727 -0.38518 -0.764 0.052 -1.490
O 0.20602 0.72174 0.77641 -1.602 -0.583 -0.274
C -1.18793 -0.38761 -0.94583 2.931 -3.530 -2.129
C -1.89281 0.28471 0.06765 -0.183 -0.040 0.252
N -1.19588 0.68222 1.09319 2.669 0.680 0.821
H -1.06015 -1.80572 -2.94675 -0.208 0.098 0.604
C -0.84896 -1.33633 -1.97950 -0.662 1.652 0.115
C 1.77881 0.95188 1.24156 -2.725 -0.681 -0.001
H 2.23570 0.93242 2.16223 -0.568 0.009 3.502
C 0.07309 -1.06610 -1.05718 -0.970 0.736 1.945
H -3.00201 0.25002 0.09122 0.981 0.400 0.303
```
Positions in Å, forces in eV/Å.

Computed properties:
Calculated total energy: -8804.346 eV
HOMO energy (spin up / spin down): -0.540 / -0.540 hartree
LUMO (spin up / spin down): -5.70 / -5.70 eV
Molecular weight: 96.11 g mol⁻¹
Frontier orbital gap (spin up / spin down): 9.0 / 9.0 eV
Net charge: +1
Spin multiplicity: 1

Mulliken atomic charge list, values in e, 2 entries: 0.17 0.30

The following is a quantum chemistry calculation of a structure of composition C4H11AgN5O13, from the Open Molecules 2025 dataset.

```
34
Properties=species:S:1:pos:R:3:forces:R:3
O -2.45982 -17.72681 1.55965 0.033 -0.037 -0.118
N -3.82220 -16.08885 -2.27392 -0.046 -0.550 -0.133
H 1.67076 -17.95798 -3.20489 0.262 -0.196 0.101
H 1.07686 -18.67607 0.74979 -1.104 0.156 0.688
O -1.78758 -17.46379 3.61554 -0.254 0.108 -0.255
H -0.77493 -18.39237 -4.23648 0.036 -0.016 -0.033
H 1.85481 -17.31738 -0.90270 -0.375 0.016 0.363
N 0.32547 -14.34234 -1.62064 0.299 0.055 -0.764
H -0.18873 -16.66483 -4.29329 0.231 -0.264 -0.091
H 3.17559 -19.33338 0.06916 -0.315 0.098 0.131
H 0.32966 -19.71613 -0.23455 -0.973 0.172 0.086
N 0.46292 -18.71499 -0.06602 2.292 0.133 -0.653
H 2.55773 -20.24082 -1.32304 0.110 -0.002 0.041
O -0.68524 -16.59183 1.96022 0.017 -0.006 0.346
O 0.94206 -14.61392 -2.67835 -0.046 -0.070 0.203
O -2.43374 -19.08265 -1.33790 -0.380 -0.496 -0.307
O -3.00397 -16.21011 -1.30023 0.189 0.322 0.641
C 2.77138 -19.23692 -0.94123 0.139 -0.181 -0.314
O -4.92444 -16.62386 -2.18033 0.057 0.247 0.056
O -3.49600 -15.43014 -3.26888 0.184 -0.022 0.004
C 0.97326 -18.37619 -2.47037 -0.179 -0.052 0.414
O -1.82690 -21.15006 -1.57985 0.058 0.119 0.019
N -1.65688 -17.24999 2.40848 0.685 -0.078 -0.153
O 0.03372 -15.27450 -0.82961 0.172 0.291 0.544
O 0.03347 -13.17372 -1.35334 -0.043 -0.146 0.184
C -0.74168 -17.42520 -3.72996 -0.366 0.657 -0.214
O -3.86717 -20.56320 -1.98821 -0.128 -0.027 -0.053
H 0.70612 -19.41243 -2.73433 -0.086 0.081 -0.159
H 3.58322 -18.79710 -1.52631 -0.067 -0.128 -0.155
C 1.53994 -18.35273 -1.06513 0.167 0.576 -0.336
H -1.74987 -17.02244 -3.64557 0.011 -0.165 0.307
O -0.15759 -17.55238 -2.44683 -0.217 -0.351 -0.564
N -2.72739 -20.26841 -1.63861 0.622 -0.003 0.197
Ag -1.20441 -17.23274 -0.43631 -0.982 -0.241 -0.025
```
Positions in Å, forces in eV/Å.

Computed properties:
Calculated total energy: -42379.424 eV
HOMO energy (spin up / spin down): -0.113 / -0.112 hartree
LUMO (spin up / spin down): 4.51 / 2.62 eV
Molecular weight: 445.02 g mol⁻¹
Frontier orbital gap (spin up / spin down): 7.6 / 5.7 eV
Net charge: -2
Spin multiplicity: 2

natural (NBO) atomic charge list, values in e, 2 entries: -0.51 0.72

The following is a quantum chemistry calculation of a structure of composition C25H36CuN7O2SSi, from the Open Molecules 2025 dataset.

```
73
Properties=species:S:1:pos:R:3:forces:R:3
C 4.63464 2.55749 -0.43564 0.014 -0.001 -0.002
H -3.44241 -3.11040 -1.37606 -0.009 0.007 -0.007
H 2.14560 -2.91621 2.96602 -0.015 0.022 0.011
C -3.44287 3.38652 0.33372 -0.017 0.044 0.023
C 1.16731 0.55118 4.03363 -0.030 -0.055 -0.019
H 2.57294 -1.98802 -1.11286 0.051 0.015 0.044
C 0.71784 0.80408 -3.19521 -0.029 -0.053 0.098
C -0.02376 0.71551 3.11080 -0.023 0.019 -0.017
C 2.01409 2.53839 0.41493 -0.003 0.029 0.003
C 4.48817 -1.30117 2.33383 0.014 -0.048 0.005
H 1.10608 -2.48327 -2.48092 -0.037 0.000 -0.038
N 2.26319 -0.68564 -4.60456 0.002 -0.024 0.056
H -2.54697 3.76809 -0.15232 0.011 -0.032 0.002
H 3.72971 -3.07308 -0.32365 0.006 0.008 -0.021
C 1.58548 0.00034 -3.96598 0.000 0.032 -0.115
O -1.62130 1.32582 0.76649 0.040 0.214 0.095
H 4.24173 -1.48824 -0.91875 -0.001 0.022 0.005
C -3.44078 0.42114 2.01264 0.050 0.027 0.061
C -4.40650 0.16480 0.83410 0.009 -0.003 -0.012
H 1.99045 1.15685 3.65153 -0.008 0.017 -0.003
C -1.57473 -3.01520 -0.70363 0.016 0.036 0.041
C 2.76245 1.35017 0.57406 0.002 0.020 0.009
C 3.42782 -2.02623 -0.43096 -0.011 -0.050 0.015
H -3.97714 0.71590 2.91732 -0.009 0.014 -0.013
H -0.98373 -1.50205 -3.23859 0.015 0.007 0.027
N 0.06219 -0.05723 -0.88613 0.072 0.074 -0.050
H -2.97808 -2.84350 -3.67402 0.010 -0.002 -0.015
H -0.53393 -2.74516 -4.40497 -0.006 0.013 -0.001
H 0.35489 -2.84894 -0.31059 0.031 0.017 -0.005
C -0.85286 -2.57581 -3.37688 0.013 -0.009 -0.037
C 0.20896 -3.09797 -2.42612 -0.027 0.010 -0.015
H -2.85200 -0.47066 2.21264 -0.021 0.014 0.006
C -2.16529 -3.28506 -3.09694 -0.030 0.010 0.023
H 0.76179 -2.08511 2.25773 -0.033 0.035 0.013
C 0.38256 0.37082 -1.91508 -0.081 -0.098 -0.054
H -3.83143 -0.34769 0.05784 -0.009 -0.003 0.005
N -0.43124 2.87288 -4.19263 -0.023 0.002 0.018
H 0.49116 -4.11876 -2.70395 0.006 -0.003 0.008
H 4.28688 4.59402 -1.05238 0.004 0.000 0.003
C 4.10272 1.41181 0.13131 0.004 0.010 -0.012
Cu 0.19379 0.32624 1.14044 0.075 0.000 0.186
H 0.89739 0.83785 5.05189 0.021 0.012 0.003
C 1.73708 -2.51917 2.03254 -0.034 -0.007 -0.012
C -2.56475 1.53018 1.52208 -0.005 -0.151 -0.073
C 0.08864 1.94600 -3.73966 0.039 0.007 -0.051
N -3.09427 2.79922 1.63897 0.007 -0.014 -0.044
C 2.55241 3.67670 -0.15761 0.008 -0.004 -0.001
H -2.09587 -4.34335 -3.37405 0.012 -0.001 0.002
H 5.66663 2.54469 -0.76935 -0.003 0.001 -0.001
H -3.40713 1.76542 -1.08832 0.000 0.006 -0.007
H -3.88476 2.80731 2.26566 -0.010 -0.020 -0.002
H -4.71940 2.89524 -1.32670 -0.023 0.005 0.026
H 4.73489 0.53791 0.22208 -0.014 -0.007 -0.005
H -4.09483 4.23639 0.54145 0.005 0.003 -0.009
Si 2.94704 -1.30238 1.24342 0.004 0.133 -0.026
H 5.33772 -0.78953 1.87921 -0.010 0.009 0.009
H -5.17389 -0.53693 1.16811 0.003 0.006 0.001
S -2.05043 -2.79614 0.90108 -0.012 -0.057 -0.035
C 3.87152 3.70640 -0.59367 -0.024 -0.004 0.008
N 2.19128 0.22980 1.12451 -0.066 -0.106 -0.028
N -0.28471 -3.07713 -1.05421 -0.001 -0.011 -0.001
H 1.51279 -0.48410 4.00624 0.002 -0.008 -0.012
C -4.15648 2.35879 -0.55942 0.020 -0.025 -0.035
O -1.05505 1.17343 3.56536 -0.002 -0.034 -0.056
H -5.63831 1.95509 0.98334 0.001 0.001 -0.003
H 0.97979 2.56317 0.74799 0.001 -0.019 -0.003
H 1.54553 -3.38155 1.38795 0.056 -0.042 0.009
N -2.48791 -3.14675 -1.68601 -0.001 -0.016 0.007
H 1.92330 4.55237 -0.27003 0.008 0.004 -0.002
H 4.79449 -2.32958 2.54858 0.007 0.001 0.000
H -5.84732 1.03212 -0.47993 0.019 -0.004 -0.019
H 4.27377 -0.80928 3.28630 -0.006 -0.006 0.001
C -5.08658 1.40120 0.21202 -0.023 0.012 0.039
```
Positions in Å, forces in eV/Å.

Computed properties:
Calculated total energy: -104390.846 eV
HOMO energy (spin up / spin down): -0.160 / -0.157 hartree
LUMO (spin up / spin down): 2.42 / 2.38 eV
Molecular weight: 590.31 g mol⁻¹
Frontier orbital gap (spin up / spin down): 6.8 / 6.7 eV
Net charge: -1
Spin multiplicity: 2

Mulliken atomic charge list, values in e, 2 entries: -0.82 0.23

The following is a quantum chemistry calculation of the molecule HN3O4S, from the Open Molecules 2025 dataset.

```
9
Properties=species:S:1:pos:R:3:forces:R:3
O 2.20626 -1.01688 -0.88162 0.026 0.593 0.366
S 0.43647 0.80546 -0.02004 -0.059 1.656 8.116
N -1.22404 0.31504 -0.42739 -0.428 -0.221 -1.689
O 0.37453 1.30625 1.47232 0.619 -2.171 -6.010
H -2.92280 -0.20563 0.11347 2.065 0.557 0.757
O 1.10059 1.52146 -1.03000 -0.244 0.399 -0.942
O 0.68939 -1.84034 0.39081 -0.506 -0.212 0.824
N 1.26829 -0.94760 -0.13992 0.035 -0.222 -1.145
N -1.92868 0.06225 0.52236 -1.508 -0.382 -0.278
```
Positions in Å, forces in eV/Å.

Computed properties:
Calculated total energy: -23504.849 eV
HOMO energy: -0.393 hartree
LUMO: -1.61 eV
Molecular weight: 139.09 g mol⁻¹
Frontier orbital gap: 9.1 eV
Net charge: 0
Spin multiplicity: 1

natural (NBO) atomic charge list, values in e, 2 entries: -0.30 2.03